The molecule C6H7ClO, computed with wB97M-V/def2-TZVPD.

Summary:
ΔE to the lowest compared entry with this formula, charge and spin	160.7	kJ/mol
SMILES string	ClC1=COCC=CC1
LUMO	0.9	eV
highest occupied orbital energy	-8.60	eV
net charge	0

Each line ends with the Mulliken charge.
Atoms and positions in Å:
Cl 1.755 -2.541 -0.909  -0.232
C 0.786 -1.118 -0.551  0.433
C 0.641 -0.246 -1.558  -0.323
O 0.042 0.965 -1.561  -0.378
C -0.100 1.614 -0.292  -0.634
C -1.113 0.984 0.599  -0.231
C -0.967 -0.236 1.100  -0.311
C 0.225 -1.132 0.847  -0.692
H 1.027 -0.461 -2.549  0.364
H -0.399 2.631 -0.544  0.293
H 0.903 1.663 0.188  0.336
H -2.010 1.555 0.811  0.348
H -1.755 -0.621 1.773  0.342
H 1.023 -0.907 1.590  0.276
H -0.057 -2.149 1.056  0.410